{
  "formula": "C34H49ClHfO2P4",
  "method": "ωB97M-V/def2-TZVPD",
  "homo_lumo_gap_ev": 6.9,
  "largest_force_ev_per_a": 3.25,
  "charge": 2,
  "e_above_lowest_ev": 0.0000,
  "symbols": ["P", "C", "C", "H", "C", "H", "C", "H", "C", "H", "C", "H", "C", "C", "H", "C", "H", "C", "H", "C", "H", "C", "H", "C", "C", "H", "C", "H", "C", "H", "C", "H", "C", "H", "Hf", "C", "C", "H", "C", "O", "H", "C", "H", "C", "Cl", "P", "P", "C", "H", "H", "H", "C", "H", "H", "H", "C", "H", "H", "H", "C", "H", "H", "H", "C", "H", "H", "H", "C", "H", "H", "H", "P", "C", "C", "H", "H", "H", "H", "H", "H", "C", "H", "H", "H", "H", "C", "C", "O", "H", "H", "H"],
  "xyz": [[1.271, 1.011, -4.718], [2.984, 1.479, -4.955], [3.750, 0.852, -5.947], [3.310, 0.046, -6.537], [5.061, 1.270, -6.171], [5.648, 0.785, -6.948], [5.606, 2.308, -5.408], [6.629, 2.634, -5.595], [4.836, 2.936, -4.426], [5.259, 3.755, -3.846], [3.524, 2.525, -4.190], [2.911, 3.012, -3.430], [0.970, -0.596, -5.451], [1.670, -1.710, -4.954], [2.421, -1.577, -4.169], [1.384, -2.980, -5.451], [1.914, -3.843, -5.049], [0.432, -3.134, -6.461], [0.218, -4.127, -6.861], [-0.239, -2.025, -6.975], [-0.973, -2.135, -7.775], [0.016, -0.753, -6.468], [-0.511, 0.123, -6.860], [0.220, 2.285, -5.419], [0.590, 2.879, -6.640], [1.494, 2.540, -7.150], [-0.193, 3.900, -7.175], [0.098, 4.350, -8.122], [-1.334, 4.343, -6.495], [-1.938, 5.146, -6.918], [-1.695, 3.762, -5.277], [-2.578, 4.095, -4.734], [-0.915, 2.743, -4.732], [-1.178, 2.311, -3.765], [0.369, 0.258, -0.047], [-1.486, -1.122, -0.445], [-1.811, -1.410, -1.729], [-2.125, -1.501, 0.360], [-0.975, -0.763, -2.832], [-1.920, -0.047, -3.671], [-1.433, 0.418, -4.375], [0.101, 0.130, -2.293], [-0.475, -1.548, -3.441], [0.985, 0.885, -2.923], [2.190, 1.769, 0.128], [-1.456, 2.054, 0.487], [1.661, -1.983, 0.226], [-1.062, 3.172, 1.872], [-0.045, 3.562, 1.754], [-1.108, 2.621, 2.819], [-1.789, 3.996, 1.885], [-1.530, 3.191, -0.937], [-2.166, 2.763, -1.722], [-0.527, 3.334, -1.358], [-1.935, 4.159, -0.611], [-3.208, 1.699, 0.815], [-3.306, 1.031, 1.679], [-3.653, 1.203, -0.056], [-3.735, 2.642, 1.020], [2.528, -2.314, 1.789], [1.855, -2.825, 2.488], [2.842, -1.366, 2.242], [3.406, -2.941, 1.584], [0.914, -3.604, -0.127], [0.524, -3.618, -1.153], [0.071, -3.767, 0.555], [1.658, -4.404, 0.003], [3.031, -1.906, -0.976], [3.401, -0.874, -1.041], [2.678, -2.208, -1.970], [3.838, -2.570, -0.639], [-3.183, -2.467, -2.305], [-3.793, -3.465, -0.961], [-2.483, -3.521, -3.580], [-4.168, -2.834, -0.148], [-3.008, -4.132, -0.586], [-4.617, -4.070, -1.361], [-2.156, -2.922, -4.439], [-3.251, -4.238, -3.901], [-1.625, -4.072, -3.172], [-4.502, -1.457, -2.970], [-4.815, -0.723, -2.218], [-5.349, -2.107, -3.224], [-4.140, -0.928, -3.859], [1.686, 1.520, -2.367], [-1.369, -1.100, 2.852], [-0.393, -0.322, 2.083], [0.609, 0.312, 2.452], [-2.376, -0.709, 2.649], [-1.173, -1.071, 3.935], [-1.334, -2.141, 2.501]],
  "forces_ev_per_a": [[0.21, 0.21, 0.52], [0.28, -0.02, -0.16], [-0.03, 0.10, 0.10], [0.24, 0.22, 0.11], [-0.08, 0.10, 0.13], [-0.06, 0.11, 0.17], [-0.25, -0.17, -0.12], [-0.30, -0.08, 0.09], [-0.13, -0.04, 0.04], [-0.11, -0.21, -0.11], [0.07, -0.12, -0.20], [0.27, 0.00, -0.17], [-0.20, -0.29, -0.36], [-0.18, 0.04, -0.04], [-0.23, -0.05, -0.28], [0.10, 0.26, 0.09], [-0.12, 0.17, -0.17], [-0.08, 0.01, -0.08], [0.08, 0.30, 0.12], [-0.13, -0.03, -0.04], [0.24, -0.06, 0.22], [0.28, 0.12, 0.26], [0.15, -0.34, 0.09], [-0.15, 0.38, -0.22], [-0.19, -0.08, 0.16], [-0.26, 0.16, 0.06], [0.05, -0.13, 0.12], [-0.11, -0.05, 0.24], [0.08, -0.19, 0.07], [0.16, -0.21, 0.12], [0.14, -0.08, -0.08], [0.21, 0.02, -0.19], [0.13, 0.01, -0.12], [0.07, 0.20, -0.25], [-1.50, -0.62, 2.82], [-0.63, -0.07, -1.12], [0.17, 0.34, 0.44], [-0.01, -0.29, -0.32], [-0.05, -0.31, -1.10], [0.41, -0.12, -0.11], [-0.32, -0.36, 0.23], [-0.42, -0.34, 1.21], [-0.30, 0.15, 0.14], [0.57, 0.54, -1.28], [0.75, 0.69, -0.30], [-0.75, 1.01, 0.30], [0.79, -1.45, 0.14], [0.22, -0.05, 0.07], [-0.21, -0.04, 0.05], [0.02, 0.14, -0.19], [0.22, -0.19, 0.03], [-0.04, 0.20, -0.21], [0.08, 0.09, 0.20], [-0.19, 0.07, 0.16], [0.06, -0.20, -0.22], [-0.19, -0.23, -0.11], [0.00, 0.22, -0.16], [0.04, 0.12, 0.17], [0.10, -0.30, -0.07], [0.05, 0.28, 0.25], [0.17, 0.14, -0.14], [0.00, -0.23, -0.04], [-0.26, 0.11, 0.14], [-0.28, -0.10, -0.12], [0.10, -0.02, 0.19], [0.21, -0.04, -0.11], [-0.22, 0.23, -0.05], [0.19, 0.13, -0.19], [0.05, -0.27, 0.03], [0.09, 0.03, 0.25], [-0.14, 0.16, -0.26], [1.40, 1.07, 0.27], [-0.24, -0.27, 0.06], [-0.29, -0.34, -0.17], [0.08, -0.12, -0.19], [-0.14, 0.19, -0.08], [0.10, 0.05, 0.22], [-0.13, -0.09, 0.23], [0.24, 0.10, -0.06], [-0.24, 0.15, -0.06], [-0.41, -0.16, -0.18], [0.09, -0.20, -0.14], [0.09, 0.23, 0.00], [-0.08, -0.16, 0.26], [-0.16, -0.28, -0.20], [0.02, -0.01, 1.39], [1.34, 0.73, -2.55], [-0.58, -0.50, 0.48], [0.22, -0.20, 0.02], [-0.15, -0.07, -0.18], [-0.07, 0.24, 0.03]]
}

{
  "formula": "C34H49N3O7OsSSi",
  "method": "ωB97M-V/def2-TZVPD",
  "spin_multiplicity": 5,
  "homo_lumo_gap_ev": [6.8, 6.4],
  "largest_force_ev_per_a": 18.28,
  "charge": 0,
  "symbols": ["Os", "C", "C", "C", "C", "O", "Si", "S", "O", "C", "C", "C", "C", "O", "C", "C", "C", "C", "H", "H", "H", "H", "H", "H", "H", "H", "H", "H", "H", "H", "H", "H", "H", "H", "H", "H", "H", "H", "H", "H", "H", "H", "H", "H", "H", "C", "O", "C", "C", "C", "C", "C", "C", "N", "C", "N", "C", "C", "C", "C", "C", "C", "O", "C", "N", "C", "C", "C", "C", "C", "C", "O", "C", "H", "H", "H", "H", "H", "H", "H", "H", "H", "H", "H", "H", "H", "H", "H", "H", "H", "H", "H", "H", "H", "H", "O"],
  "xyz": [[-0.151, 0.343, -0.689], [-2.225, -2.677, -1.966], [-1.570, -2.070, -0.702], [-0.078, -2.404, -0.741], [-2.165, -2.699, 0.579], [-1.562, -0.908, -0.689], [-3.046, 0.067, -0.669], [-1.887, 2.049, -0.689], [-3.904, -0.148, 0.670], [-4.409, 0.288, 1.756], [-3.393, 0.104, 2.896], [-5.681, -0.519, 2.064], [-4.780, 1.778, 1.620], [-3.917, -0.131, -2.010], [-4.894, 0.206, -2.746], [-4.893, 1.731, -2.960], [-6.212, -0.232, -2.083], [-4.744, -0.498, -4.104], [-2.042, -3.775, -1.996], [-1.799, -2.225, -2.887], [-3.325, -2.541, -1.973], [0.078, -3.505, -0.754], [0.444, -1.994, 0.153], [0.402, -1.977, -1.648], [-1.992, -3.798, 0.575], [-3.263, -2.551, 0.646], [-1.686, -2.273, 1.484], [-3.131, -0.969, 3.014], [-3.810, 0.470, 3.858], [-2.460, 0.669, 2.677], [-5.440, -1.602, 2.160], [-6.425, -0.403, 1.248], [-6.145, -0.177, 3.013], [-3.878, 2.392, 1.419], [-5.243, 2.152, 2.558], [-5.500, 1.926, 0.786], [-4.997, 2.260, -1.988], [-5.736, 2.037, -3.616], [-3.941, 2.056, -3.434], [-6.336, 0.272, -1.101], [-6.216, -1.331, -1.916], [-7.081, 0.033, -2.723], [-3.790, -0.203, -4.592], [-5.584, -0.232, -4.782], [-4.738, -1.602, -3.972], [7.953, -0.139, -0.314], [6.599, 0.275, -0.190], [6.318, 1.252, 0.736], [7.273, 1.912, 1.516], [6.876, 2.894, 2.424], [5.530, 3.227, 2.550], [4.572, 2.571, 1.775], [4.946, 1.577, 0.862], [4.015, 0.832, 0.104], [2.660, 0.633, 0.233], [2.229, 0.660, 1.535], [0.948, 0.473, 2.088], [-0.222, 0.343, 1.336], [-1.470, 0.204, 1.948], [-1.572, 0.212, 3.339], [-0.424, 0.347, 4.116], [0.820, 0.459, 3.490], [1.956, 0.631, 4.250], [2.337, -0.605, 4.857], [1.866, 0.343, -0.761], [2.333, 0.344, -2.086], [1.921, 1.399, -2.910], [2.353, 1.492, -4.235], [3.209, 0.525, -4.754], [3.617, -0.542, -3.953], [3.158, -0.653, -2.636], [3.645, -1.732, -1.941], [2.622, -2.480, -1.283], [7.992, -0.933, -1.065], [8.328, -0.553, 0.628], [8.585, 0.683, -0.666], [8.331, 1.685, 1.441], [7.620, 3.407, 3.029], [5.223, 4.001, 3.248], [3.532, 2.873, 1.873], [4.439, 0.476, -0.748], [2.955, 0.657, 2.239], [-2.356, 0.104, 1.328], [-2.546, 0.122, 3.813], [-0.500, 0.379, 5.198], [1.663, -0.859, 5.681], [3.343, -0.477, 5.268], [2.374, -1.420, 4.125], [1.260, 2.161, -2.503], [2.024, 2.321, -4.855], [3.557, 0.598, -5.781], [4.285, -1.298, -4.357], [2.940, -3.527, -1.270], [1.658, -2.434, -1.802], [2.522, -2.157, -0.243], [-0.151, 0.343, -2.424]],
  "forces_ev_per_a": [[3.77, 4.95, 1.87], [-0.23, -0.98, -0.41], [1.43, -18.22, -0.19], [0.27, -2.04, 0.06], [-0.34, -1.07, 0.37], [-8.29, 15.00, 0.22], [0.76, 4.22, -1.10], [-1.84, -1.72, 0.02], [2.21, -3.21, -7.20], [-4.61, 2.20, 6.08], [-12.37, 0.21, -3.71], [-0.64, -0.23, 0.03], [-0.06, 0.49, 0.34], [6.62, -2.63, 5.16], [-5.42, 1.96, -4.01], [-0.23, 0.55, -0.29], [-0.71, 0.00, -0.02], [-0.12, -0.19, -0.68], [-0.08, 0.69, 0.00], [-0.25, -0.13, 0.59], [0.56, 0.03, 0.03], [0.09, 0.55, -0.02], [-0.47, -0.35, -0.45], [-1.61, -0.11, 0.72], [-0.09, 0.67, 0.03], [0.56, 0.00, -0.04], [-0.25, -0.20, -0.52], [-1.06, 0.40, -0.73], [-0.84, 0.04, -0.54], [-8.02, 3.58, -1.81], [-0.10, 0.61, -0.05], [0.28, -0.11, 0.39], [0.27, -0.20, -0.54], [-0.44, -0.36, 0.05], [0.20, -0.23, -0.56], [0.37, -0.10, 0.41], [0.10, -0.29, -0.52], [0.47, -0.16, 0.38], [-0.55, -0.23, 0.36], [0.08, -0.26, -0.51], [0.03, 0.60, -0.10], [0.47, -0.19, 0.42], [-0.54, -0.14, 0.34], [0.51, -0.18, 0.39], [-0.02, 0.61, -0.04], [0.06, -0.17, -0.22], [-0.03, 0.25, 0.33], [0.01, -0.10, -0.11], [-0.27, 0.03, -0.10], [-0.41, 0.04, -0.02], [0.25, -0.16, -0.13], [0.22, 0.08, -0.16], [-0.26, 0.14, 1.08], [0.39, -0.15, -1.25], [0.57, -0.08, 1.99], [0.29, -0.10, -0.43], [-1.40, -0.02, 0.93], [0.96, -0.17, 1.07], [6.14, -1.13, -1.57], [10.44, -2.06, 5.55], [1.24, 0.04, -0.88], [-0.12, 0.55, -0.02], [0.55, -0.41, 0.00], [0.49, 0.09, 0.38], [0.70, 0.22, 0.45], [1.43, 0.32, -1.41], [0.76, 0.25, -0.72], [-0.04, -0.02, 0.49], [0.04, -0.23, 0.34], [-0.34, 0.49, -0.34], [0.33, 0.47, -0.36], [-0.44, 0.04, 0.30], [0.81, -0.66, -0.01], [-0.25, 0.20, 0.14], [0.00, 0.19, -0.02], [-0.02, -0.03, 0.18], [-0.20, -0.11, -0.13], [-0.10, -0.13, -0.13], [0.01, -0.16, -0.15], [0.16, -0.19, -0.08], [-0.35, -0.05, 0.02], [0.04, 0.20, -0.13], [2.10, 0.00, 0.36], [5.45, -0.50, 5.02], [0.10, -0.06, -0.12], [-0.03, -0.08, -0.18], [-0.15, 0.10, -0.06], [-0.16, 0.09, 0.04], [0.27, -0.15, -0.07], [0.02, -0.13, 0.14], [-0.03, -0.04, 0.15], [-0.14, 0.02, 0.23], [0.10, 0.11, -0.03], [1.71, -0.04, -0.03], [-0.13, 0.05, -0.12], [-0.65, -0.66, -4.41]]
}